(1)
The following is a DFT calculation (ωB97M-V/def2-TZVPD) of a structure of composition C39H53Ge2SbTeTi.

The value obtained for the LUMO energy (spin up / spin down) is -10.625 / -11.126 eV. The charge is +3. The total energy is -7028.31264 hartree. For the energy above the lowest of the compared OMol25 structures with the same formula, charge and spin, the calculation gives 211.6 kJ/mol. As for the spin multiplicity: 2.

```
97
C39H53Ge2SbTeTi ωB97M-V/def2-TZVPD
Ti -0.32410 -0.07020 0.91780
C 3.05010 -2.01250 -2.62350
C 2.17780 -0.92150 -2.02010
Ge 1.32830 -1.65920 -0.31330
C 2.61930 -1.62520 1.28410
C 3.51500 -2.85100 1.38840
C 0.54700 -3.45860 -0.49260
C -0.75320 -3.68620 -0.25280
Ge -1.82470 -1.96560 -0.08070
C -3.32630 -1.51030 1.27530
C -4.55420 -2.40400 1.33010
C -2.09580 -1.37620 -2.01260
C -3.36530 -1.91920 -2.65200
C -1.43260 -4.96310 -0.31030
C -0.74280 -6.17890 -0.20490
C -1.42430 -7.37360 -0.32410
C -2.79010 -7.38750 -0.57020
C -3.48540 -6.19040 -0.68530
C -2.81320 -4.99730 -0.52940
H 3.55180 -1.64070 -3.51510
H 2.45060 -2.87250 -2.91330
H 3.81170 -2.33640 -1.91730
H 1.40950 -0.60650 -2.73400
H 2.77970 -0.04530 -1.76040
H 2.02260 -1.55600 2.20600
H 3.23010 -0.71950 1.20920
H 2.92810 -3.76540 1.44460
H 4.10800 -2.77650 2.29790
H 4.20070 -2.92220 0.54840
H 1.18910 -4.26930 -0.81720
H -3.63790 -0.48600 1.01980
H -2.83850 -1.49950 2.26470
H -5.09080 -2.40280 0.38420
H -5.23530 -2.03760 2.09790
H -4.28860 -3.42540 1.58780
H -1.21910 -1.74880 -2.55430
H -2.09300 -0.27950 -2.08770
H -3.34500 -3.00460 -2.67570
H -3.43500 -1.56310 -3.67550
H -4.25160 -1.58670 -2.11710
H 0.32240 -6.18030 -0.03380
H -0.88360 -8.30340 -0.24180
H -3.31190 -8.32410 -0.67230
H -4.54080 -6.19520 -0.90360
H -3.34220 -4.04900 -0.60660
C -0.18890 -3.58320 2.95500
C -0.35200 -3.28910 4.41550
C -0.50300 -4.36120 5.29230
C -0.67530 -4.15580 6.64780
C -0.67410 -2.87010 7.16720
C -0.50540 -1.79220 6.31800
C -0.35140 -2.00700 4.95350
Sb -0.11740 -0.25360 3.72840
C -1.07030 1.37660 4.76470
C -0.51540 1.76760 5.97470
C -1.14000 2.75010 6.72490
C -2.29590 3.35350 6.25870
C -2.81110 2.99520 5.02350
C -2.20560 2.00320 4.25810
C -2.80340 1.60990 2.93430
C 1.92430 0.23980 4.14750
C 2.62030 -0.48180 5.10590
C 3.91830 -0.12040 5.42630
C 4.51230 0.95580 4.79070
C 3.82310 1.66030 3.81790
C 2.52480 1.30460 3.47580
C 1.78640 2.07720 2.41690
H 0.73170 -4.14280 2.79110
H -0.14290 -2.66210 2.34900
H -1.01170 -4.20390 2.60140
H -0.49070 -5.36240 4.88800
H -0.81660 -5.00010 7.30220
H -0.81510 -2.70530 8.22390
H -0.51390 -0.78560 6.71350
H 0.40350 1.31080 6.32520
H -0.71980 3.03860 7.67430
H -2.79050 4.10950 6.85130
H -3.71020 3.47220 4.66310
H -3.56170 2.33200 2.64470
H -3.29230 0.63810 3.03460
H -2.03310 1.55880 2.12350
H 2.15100 -1.31980 5.60690
H 4.45890 -0.67580 6.17560
H 5.51720 1.24920 5.04450
H 4.29210 2.50020 3.32610
H 2.43940 2.83570 1.99350
H 0.91490 2.58270 2.85150
H 1.45550 1.39650 1.58550
C 0.21970 3.67350 -0.38500
Te -0.48730 1.84150 -1.26610
C -2.56680 2.33550 -0.87600
H -0.12070 3.76710 0.64580
H -0.17680 4.49640 -0.97380
H 1.30430 3.71220 -0.42940
H -3.01260 2.70490 -1.79510
H -2.59160 3.13090 -0.13500
H -3.12930 1.46650 -0.53310
```

(2)
The following is a DFT calculation (ωB97M-V/def2-TZVPD) of a structure of composition C39H53MgN4PSi2Te.

The value obtained for the LUMO energy is -5.133 eV. The charge is +2. The total energy is -3124.96915 hartree.

```
101
C39H53MgN4PSi2Te ωB97M-V/def2-TZVPD
Mg 0.30622 2.44104 -1.67216
C -1.17791 5.07789 -0.94547
N -1.12447 3.69965 -0.35701
C -0.73767 3.86489 1.05598
C 0.51977 3.14714 1.39677
C 1.01880 3.11529 2.69385
C 2.05722 2.17596 2.97693
C 2.65092 1.48122 1.96721
C 2.06473 1.58471 0.70799
N 1.05988 2.35988 0.43778
C -2.48268 2.99917 -0.40659
C -2.31693 1.51388 -0.55443
C -3.35240 0.77572 -0.00631
C -3.51374 -0.53534 -0.45863
C -2.67890 -1.03449 -1.44557
C -1.52127 -0.29022 -1.76483
N -1.34538 1.00898 -1.39280
C -1.12147 5.03603 -2.43745
C -1.55354 6.15966 -3.19098
C -1.16444 6.32544 -4.48547
C -0.61108 5.17781 -5.08278
C -0.40133 4.04304 -4.37405
N -0.43552 4.01289 -3.01343
H -0.32762 5.72277 -0.60799
H -2.05832 5.59772 -0.55173
H -1.52610 3.49699 1.73131
H -0.63444 4.94051 1.24659
H 0.62238 3.86339 3.40593
H 2.35311 2.01869 3.99521
H 3.38765 0.72662 2.11308
H 2.42858 0.98194 -0.08351
H -3.13585 3.38500 -1.25911
H -2.92705 3.12771 0.58397
H -4.01456 1.18199 0.74885
H -4.46179 -0.94075 -0.09842
H -2.74476 -2.01713 -1.94050
H -0.72442 -0.78325 -2.28521
H -1.94897 7.01346 -2.63173
H -1.21198 7.30584 -4.96410
H -0.39597 5.19685 -6.16117
H -0.08451 3.12470 -4.81849
C -2.35390 -5.68709 1.14016
Si -3.89632 -5.55507 2.32042
C -5.31992 -5.61526 1.16367
C -4.03446 -6.96837 3.51026
C -3.81551 -3.97493 3.30965
Te -1.97238 -2.72511 2.85917
C -1.27302 -2.10906 4.73677
Si 0.06805 -3.24962 5.33681
C -0.88284 -4.43975 6.50890
C 1.22414 -2.22851 6.40574
C 1.03155 -4.00426 3.98595
H -2.27463 -6.56681 0.44459
H -1.40625 -5.68059 1.71229
H -2.31949 -4.74038 0.50781
H -6.02008 -6.44848 1.38498
H -5.18319 -5.71538 0.09316
H -5.96992 -4.71270 1.24220
H -3.21866 -7.66609 3.44738
H -4.98171 -7.48467 3.33138
H -4.19520 -6.64276 4.59440
H -3.83814 -4.21707 4.39025
H -4.67160 -3.28090 3.09101
H -2.13329 -1.92990 5.42926
H -0.89338 -1.12501 4.45005
H -0.81621 -4.13150 7.58727
H -0.43012 -5.42702 6.40803
H -1.95610 -4.51141 6.30667
H 2.20729 -2.11551 5.89727
H 1.51409 -2.69800 7.35314
H 0.90100 -1.18649 6.67997
H 1.27803 -3.32244 3.13128
H 0.56954 -4.88537 3.50090
H 2.06100 -4.03507 4.41867
C 3.47247 3.34626 -3.98713
P 2.60084 2.03502 -3.06083
C 2.40501 0.83001 -4.41848
C 3.48814 0.38916 -5.16192
C 3.18660 -0.29456 -6.34965
C 1.92890 -0.55769 -6.81135
C 0.86698 -0.13176 -6.01995
C 1.06854 0.47079 -4.80020
C 3.93289 1.42751 -2.06568
C 4.57801 2.38232 -1.27542
C 5.52346 1.92384 -0.44477
C 5.87602 0.58795 -0.23894
C 5.29285 -0.28232 -1.13081
C 4.24026 0.04753 -1.96272
H 3.33260 4.36104 -3.50621
H 3.16765 3.29398 -5.07315
H 4.57654 3.12254 -3.89068
H 4.50061 0.66098 -4.92899
H 4.12707 -0.53080 -6.88391
H 1.76495 -1.10009 -7.72949
H -0.14879 -0.31346 -6.35352
H 0.25337 0.87265 -4.20152
H 4.32410 3.44933 -1.29326
H 5.99143 2.72517 0.11231
H 6.58899 0.28731 0.46259
H 5.60499 -1.34518 -1.16960
H 3.72297 -0.66025 -2.56763
```

(3)
The following is a DFT calculation (ωB97M-V/def2-TZVPD) of a structure of composition C39H54AsIN5OPdS6Si3.

The value obtained for the LUMO energy (spin up / spin down) is -2.310 / -4.831 eV. The charge is +1. The total energy is -7786.31834 hartree. For the energy above the lowest of the compared OMol25 structures with the same formula, charge and spin, the calculation gives 0.0 kJ/mol. As for the spin multiplicity: 5.

```
111
C39H54AsIN5OPdS6Si3 ωB97M-V/def2-TZVPD
Pd -0.59230 0.26548 -1.12958
C 0.29151 -0.54816 4.91217
C -0.50190 0.63395 5.46942
C -1.66956 0.09353 6.30617
C 0.44025 1.45128 6.36547
C -1.04751 1.53562 4.36174
C -1.67188 2.74966 4.70997
C -2.11308 3.64721 3.76370
C -1.92511 3.33069 2.42055
S -2.28145 4.27052 1.01248
C -1.64640 2.99749 0.01892
N -1.21485 1.95289 0.66188
C -1.34679 2.11970 2.04059
C -0.92668 1.21485 3.02204
C -1.55095 3.11752 -1.43926
C -1.96198 4.28681 -2.08280
C -1.79524 4.42928 -3.44825
C -1.21649 3.39576 -4.16995
C -0.82402 2.22766 -3.52610
C -0.98075 2.05534 -2.15572
H 0.69593 -1.13788 5.73714
H 1.13146 -0.21335 4.29593
H -0.33444 -1.20926 4.31032
H -1.29584 -0.55727 7.09989
H -2.35550 -0.48831 5.68507
H -2.23794 0.89988 6.77305
H 0.84451 0.81509 7.15581
H -0.07070 2.28822 6.84295
H 1.27535 1.85077 5.78536
H -1.79734 3.00064 5.75548
H -2.57472 4.57986 4.06037
H -0.48651 0.27857 2.70886
H -2.40555 5.09750 -1.51518
H -2.11366 5.33690 -3.94368
H -1.08830 3.49310 -5.24256
H -0.41380 1.42474 -4.12360
I -1.11612 -4.16439 3.56975
C -1.56230 -2.55721 2.36236
C -2.63230 -1.69821 2.46322
N -2.52886 -0.84124 1.43185
N -1.45413 -1.08293 0.67433
C -0.84843 -2.11822 1.23492
H -3.44037 -1.64425 3.17448
H -3.11241 -0.04904 1.21674
H 0.06163 -2.50977 0.81182
C 0.13845 -0.92000 -5.48634
Si -1.56802 -1.34248 -4.84062
C -2.79095 0.07572 -4.94414
C -2.21498 -2.75877 -5.87842
As -1.35955 -1.84215 -2.52032
Si -0.19287 -3.91041 -2.31766
C -0.59350 -4.80564 -0.72031
C -0.62265 -4.99689 -3.77372
C 1.62353 -3.47941 -2.35472
Si -3.64718 -2.03279 -1.87763
C -3.90986 -3.25433 -0.48706
C -4.18074 -0.29325 -1.38683
C -4.71478 -2.63223 -3.29225
H 0.05267 -0.46664 -6.47926
H 0.73218 -1.83193 -5.59520
H 0.69580 -0.23578 -4.84730
H -2.50014 0.75671 -5.74919
H -2.85495 0.66231 -4.02873
H -3.78687 -0.30265 -5.18544
H -2.57981 -2.32408 -6.81560
H -3.04696 -3.29817 -5.42739
H -1.43448 -3.47492 -6.13488
H -1.58553 -4.59635 -0.32368
H 0.13543 -4.57762 0.05989
H -0.53244 -5.88106 -0.91151
H -1.69754 -5.16089 -3.87263
H -0.14635 -5.97217 -3.63280
H -0.25108 -4.58113 -4.71107
H 1.92347 -2.89323 -1.48249
H 1.90363 -2.92414 -3.25236
H 2.20342 -4.40793 -2.34139
H -3.24389 -3.13309 0.36679
H -3.82472 -4.28095 -0.85091
H -4.93893 -3.12487 -0.13468
H -3.34719 0.38604 -1.19372
H -4.81399 -0.33521 -0.49488
H -4.78072 0.15205 -2.18438
H -4.42766 -3.63142 -3.62688
H -4.72102 -1.96217 -4.15202
H -5.74270 -2.69878 -2.91955
S 6.70484 -1.57418 3.15750
C 5.42100 -0.65405 2.76602
S 3.91945 -1.26763 2.12127
C 3.31133 0.36656 1.93807
N 4.17561 1.27513 2.37356
N 5.28899 0.73052 2.84149
C 6.29274 1.63429 3.32732
C 6.94149 1.39869 4.53004
C 7.88473 2.31209 4.97227
C 8.17465 3.44486 4.22566
C 7.51045 3.67277 3.02762
C 6.56668 2.76898 2.57241
S 1.81337 0.77183 1.32332
H 6.71248 0.52321 5.11955
H 8.39216 2.13309 5.91071
H 8.91576 4.15097 4.57705
H 7.72854 4.55572 2.44180
H 6.03818 2.93970 1.64476
C 2.60122 3.07027 -4.46811
O 2.27933 1.73927 -3.99701
C 2.15094 1.55728 -2.72267
S 2.47976 2.59483 -1.47516
S 1.71470 0.03775 -2.06534
H 2.28928 3.09372 -5.50621
H 3.67457 3.22138 -4.38348
H 2.05673 3.81265 -3.88924
```

(4)
The following is a DFT calculation (ωB97M-V/def2-TZVPD) of a structure of composition C39H54IrN5OS2Si.

The value obtained for the LUMO energy is -4.612 eV. The charge is +2. The total energy is -3057.35314 hartree. For the energy above the lowest of the compared OMol25 structures with the same formula, charge and spin, the calculation gives 136.6 kJ/mol.

```
103
C39H54IrN5OS2Si ωB97M-V/def2-TZVPD
Ir -0.44574 0.51606 -0.51061
N 1.52040 -0.02442 -1.33847
C 2.80039 0.53882 -1.84059
C 3.11437 1.90426 -1.25392
C 2.88173 2.05089 0.26261
C 1.64569 2.86646 0.64069
N 0.37903 2.07717 0.70014
H 1.71594 -0.34570 -0.37956
H 1.35758 -0.90559 -1.82362
H 2.80003 0.58091 -2.93047
H 3.57428 -0.18022 -1.55581
H 2.51595 2.65869 -1.76733
H 4.14794 2.14613 -1.50398
H 3.74080 2.55962 0.69905
H 2.83811 1.08035 0.76749
H 1.51796 3.70644 -0.04334
H 1.78323 3.28952 1.63722
H -0.36985 2.70182 0.98944
H 0.51363 1.39278 1.45927
C 1.14456 -3.92956 3.46149
C 0.30354 -2.86537 2.74863
C -0.57416 -2.13229 3.77213
C -0.61197 -3.54612 1.72602
Si 1.42075 -1.57400 1.93415
O 0.57917 -0.48042 1.06576
C 2.35515 -0.66237 3.29023
C 1.97475 0.61623 3.70451
C 2.64055 1.29054 4.71904
C 3.71683 0.68943 5.35493
C 4.10274 -0.59043 4.98265
C 3.42716 -1.25431 3.96833
C 2.68540 -2.31150 0.72629
C 2.23755 -3.08377 -0.35618
C 3.10314 -3.53841 -1.34050
C 4.45705 -3.23034 -1.27120
C 4.92732 -2.46766 -0.21400
C 4.05066 -2.01420 0.76733
H 0.49754 -4.71686 3.86094
H 1.69694 -3.50816 4.30295
H 1.85952 -4.40602 2.78543
H -1.27427 -2.83079 4.24201
H -1.16238 -1.33934 3.29843
H 0.02292 -1.67758 4.56490
H -1.31849 -4.20614 2.24087
H -0.05195 -4.16525 1.02232
H -1.19603 -2.81604 1.15905
H 1.10115 1.08750 3.26384
H 2.31251 2.27615 5.02559
H 4.24184 1.20772 6.14631
H 4.92964 -1.07456 5.48582
H 3.74660 -2.25704 3.70594
H 1.18552 -3.33821 -0.43285
H 2.73014 -4.14943 -2.15409
H 5.13946 -3.59316 -2.02883
H 5.98101 -2.22868 -0.14528
H 4.44710 -1.40701 1.57182
S -1.12951 -1.57208 -1.30554
C -1.73557 -1.82568 -2.87338
N -1.85401 -3.07173 -3.30105
C -2.26329 -3.28858 -4.68811
C -3.00458 -2.02290 -5.08925
S -2.31050 -0.69046 -4.04920
H -1.53320 -3.83263 -2.71831
H -2.90135 -4.16704 -4.75493
H -1.37627 -3.45038 -5.30421
H -4.06938 -2.08738 -4.87592
H -2.86195 -1.77489 -6.13722
N -1.96464 0.49246 0.78246
C -2.85668 0.41902 1.49595
C -3.97055 0.32497 2.38449
C -4.67729 -0.87668 2.45818
C -5.74910 -0.96922 3.32692
C -6.10331 0.12186 4.11079
C -5.39291 1.31350 4.03431
C -4.31922 1.42442 3.17024
H -4.37854 -1.72004 1.84989
H -6.30628 -1.89281 3.39862
H -6.94100 0.04221 4.79056
H -5.67541 2.15471 4.65170
H -3.75426 2.34422 3.10252
C 0.49072 2.03428 -4.34794
N 0.54559 3.41746 -3.80927
C -0.07522 4.37534 -4.76945
C -0.02935 3.50696 -2.39375
C -1.42192 2.99070 -2.25374
C -2.45591 3.85073 -2.64845
C -3.77832 3.46470 -2.59410
C -4.06131 2.18729 -2.13082
C -3.04173 1.36395 -1.68846
C -1.67784 1.72169 -1.68926
H 1.07529 1.98998 -5.26414
H -0.54788 1.79868 -4.54696
H 0.87147 1.34830 -3.59928
H 1.52555 3.68639 -3.71657
H -1.13833 4.16287 -4.82537
H 0.38863 4.23758 -5.74282
H 0.08914 5.39087 -4.41742
H 0.06608 4.56015 -2.12617
H 0.63207 2.90961 -1.78177
H -2.20967 4.85283 -2.98409
H -4.56690 4.14202 -2.89122
H -5.08547 1.83824 -2.08600
H -3.32632 0.38801 -1.31545
```

- Number 4 is which compound?
  C39H54IrN5OS2Si

- Look up the charge of the first one.
  +3

- Which of these has the highest charge?
  C39H53Ge2SbTeTi

- Look up the charge of the second one.
  +2